Record 1
DFT (wB97M-V/def2-TZVPD) results for C24H25ClN2OPPtSe as an isolated structure at a distorted geometry.

```
56
Properties=species:S:1:pos:R:3:forces:R:3:mulliken_spin:R:1
Pt 0.1040 0.4818 -0.0576 -0.643 -0.455 1.031 0.4420
Cl 0.4956 2.7328 0.5855 -0.456 0.872 0.604 0.2913
C -0.1010 -1.3239 -0.4331 0.722 -5.182 -0.763 0.1355
O -0.1985 -2.4824 -0.5166 -0.136 3.340 0.278 0.0011
P -2.1056 0.9313 -0.4873 -1.814 0.756 -0.198 0.2073
C -2.5110 1.3686 -2.2054 -0.173 -0.181 0.096 0.0197
C -3.3489 -0.3678 -0.1205 0.138 1.248 0.565 0.2734
C -2.7018 2.3057 0.5703 -0.992 0.899 -1.953 0.1553
C -4.2904 -0.2411 0.9161 -0.809 -0.516 0.537 -0.0020
C -5.2917 -1.2038 1.0773 0.749 1.868 0.909 0.1840
C -5.3466 -2.3116 0.2277 0.085 -1.090 -0.890 0.2291
C -4.3886 -2.4637 -0.7825 0.673 0.217 -0.510 0.0049
C -3.3954 -1.4990 -0.9573 -0.650 -1.773 -0.736 0.1217
H -4.2660 0.6156 1.5910 -0.091 -0.287 -0.238 0.0237
H -6.0307 -1.0858 1.8715 0.183 -0.023 -0.244 0.0030
H -6.1257 -3.0662 0.3579 0.230 0.227 -0.030 -0.0040
H -4.4151 -3.3341 -1.4394 -0.033 0.270 0.199 0.0034
H -2.6667 -1.6139 -1.7622 -0.214 -0.001 0.199 -0.0058
C -1.5063 1.8198 -3.0669 -0.050 -0.179 -0.049 -0.0116
C -1.8126 2.1187 -4.3923 0.191 0.131 0.132 0.0226
C -3.1207 2.0064 -4.8681 -0.055 -0.100 0.281 0.0211
C -4.1307 1.5633 -4.0071 0.004 -0.040 0.227 -0.0064
C -3.8333 1.2378 -2.6782 -0.220 -0.079 -0.366 0.0433
H -0.4865 1.9143 -2.6999 -0.302 0.077 -0.228 -0.0046
H -1.0105 2.4487 -5.0492 -0.229 -0.015 0.074 0.0009
H -3.3477 2.2627 -5.9041 0.040 -0.115 0.322 0.0001
H -5.1561 1.4677 -4.3691 0.326 0.023 0.116 0.0005
H -4.6364 0.8710 -2.0234 0.338 0.269 -0.270 0.0071
C -3.4481 3.3688 0.0489 0.615 -1.304 -0.239 0.0376
C -3.8184 4.4283 0.8851 -0.318 0.220 -0.782 0.2380
C -3.4111 4.4500 2.2206 0.991 -0.629 1.874 0.1299
C -2.6613 3.3899 2.7411 -0.643 1.322 0.434 0.0191
C -2.3369 2.3069 1.9301 1.008 0.015 0.603 0.2534
H -3.7319 3.3797 -1.0071 0.118 0.021 0.405 0.0093
H -4.4108 5.2499 0.4836 0.124 -0.147 0.084 -0.0046
H -3.6567 5.2992 2.8618 0.027 -0.259 -0.233 0.0018
H -2.3123 3.4002 3.7739 -0.209 0.082 -0.262 0.0030
H -1.7469 1.4805 2.3348 -0.260 0.187 -0.073 -0.0044
H 1.3012 1.2108 -2.0478 -0.396 0.332 1.260 0.0391
H 1.0526 1.3642 -1.2679 1.385 0.369 -2.813 0.0209
C 2.5608 -3.0172 2.8619 -0.198 -0.075 0.623 -0.0115
N 2.9943 -2.6918 1.5084 0.327 0.524 -0.858 0.0420
C 3.6192 -3.5732 0.6320 -0.506 0.172 1.082 0.0362
C 3.8492 -2.9072 -0.5202 -0.228 1.062 -0.395 0.0481
N 3.3563 -1.6157 -0.3586 -0.250 -0.526 0.863 0.0285
C 3.4566 -0.5616 -1.3578 0.198 0.357 -0.585 -0.0005
C 2.8370 -1.4751 0.9027 0.773 -1.632 -0.782 -0.0564
Se 2.0451 0.0528 1.6490 0.441 -0.314 0.433 0.9887
H 2.0061 -2.1538 3.2689 0.294 -0.516 -0.125 0.0135
H 3.4327 -3.2230 3.4976 -0.259 0.089 -0.226 0.0003
H 1.9066 -3.9012 2.8413 0.220 0.363 -0.021 0.0005
H 3.8403 -4.5970 0.9269 -0.095 0.355 -0.147 0.0017
H 4.3104 -3.2251 -1.4534 -0.103 0.124 0.380 0.0034
H 4.5137 -0.4088 -1.6233 -0.391 -0.046 0.112 -0.0021
H 2.8911 -0.8432 -2.2645 0.261 0.102 0.475 0.0043
H 3.0524 0.3711 -0.9441 0.262 -0.413 -0.181 0.0033
```
Positions in Å, forces in eV/Å.

Values from the calculation:
Charge ... +3
HOMO (spin up / spin down) ... -14.64 / -17.30 eV
Calculated total energy ... -4435.42468 a.u.
2S+1 ... 5
Frontier orbital gap (spin up / spin down) ... 0.226 / 0.153 hartree
M ... 697.94 g/mol

---

Record 2
DFT (wB97M-V/def2-TZVPD) results for an isolated molecule of C24H25N3O6 at a distorted geometry.

```
58
Properties=species:S:1:pos:R:3:forces:R:3:lowdin_charge:R:1
C -0.0800 -1.4385 2.6270 0.009 -0.182 0.117 -0.0751
H 0.1510 -2.2165 1.8930 0.010 0.026 0.014 0.1002
H 0.7533 -1.3458 3.3295 -0.020 -0.008 -0.032 0.1013
O -0.3657 -0.2096 2.0018 -0.001 0.378 -0.204 -0.1006
C 0.6255 0.3933 1.2766 0.069 0.359 -0.245 -0.1983
C 1.8840 -0.1462 1.0728 -0.140 -0.067 0.105 0.0644
C 2.8310 0.5338 0.3170 -0.302 0.272 -0.031 -0.1364
C 2.5148 1.7822 -0.2420 0.026 -0.338 0.185 -0.2006
C 1.2566 2.3220 -0.0378 0.160 0.076 -0.096 0.0611
C 0.3059 1.6403 0.7119 0.295 -0.285 -0.005 -0.1308
N -0.9777 2.1397 0.9434 -0.021 -0.436 0.362 0.1595
C -1.5849 3.2039 0.3669 -0.422 0.127 0.309 -0.4634
O -1.0656 3.9594 -0.4320 0.118 0.154 -0.224 0.0618
C -3.0397 3.3664 0.7950 0.001 -0.020 -0.181 -0.0902
H -3.1531 3.1413 1.8558 -0.042 0.037 -0.025 0.1204
C -3.9370 2.4275 -0.0191 0.122 0.105 0.305 -0.0859
H -4.9836 2.7113 0.1254 0.010 -0.042 -0.059 0.1276
C -3.7826 0.9815 0.4396 -0.221 0.428 -0.296 -0.4520
O -3.3884 0.6931 1.5508 -0.007 -0.119 0.243 0.0618
N -4.1472 0.0796 -0.5051 -0.202 -0.143 -0.424 0.1434
C -4.0797 -1.3232 -0.4297 0.020 -0.415 0.123 -0.1742
C -3.2133 -1.9530 0.4559 0.078 0.068 0.067 -0.0034
C -3.1458 -3.3333 0.4969 -0.061 -0.033 -0.079 -0.0765
C -3.9350 -4.0925 -0.3481 0.006 -0.114 0.017 -0.0892
C -4.7914 -3.4630 -1.2347 0.073 0.018 0.048 -0.0529
C -4.8814 -2.0807 -1.2932 -0.002 0.078 0.050 -0.2167
C -5.8211 -1.4219 -2.2624 0.082 -0.037 0.103 -0.0471
H -6.4059 -2.1738 -2.7855 -0.034 0.014 -0.055 0.0776
H -5.2739 -0.8457 -3.0109 -0.038 0.081 -0.101 0.0841
H -6.5108 -0.7538 -1.7463 -0.072 0.080 -0.030 0.0849
H -5.4069 -4.0566 -1.8956 -0.068 -0.031 -0.071 0.1081
H -3.8858 -5.1705 -0.3202 0.004 -0.094 0.004 0.1004
H -2.4707 -3.8137 1.1887 0.067 -0.036 0.068 0.1012
H -2.5997 -1.3561 1.1082 0.051 0.042 0.035 0.0879
H -4.5455 0.4418 -1.3592 0.136 0.100 0.167 0.1284
H -3.7019 2.5178 -1.0815 -0.079 -0.003 -0.019 0.1255
H -3.3292 4.4006 0.6074 0.102 -0.072 0.020 0.1218
H -1.5389 1.5451 1.5478 -0.072 0.222 -0.104 0.1175
H 0.9787 3.2729 -0.4566 0.012 0.040 -0.032 0.0941
O 3.5116 2.3851 -0.9707 -0.074 -0.438 0.262 -0.0944
C 3.2401 3.6432 -1.5416 0.004 0.223 -0.124 -0.0759
H 4.1501 3.9288 -2.0676 -0.093 0.033 0.021 0.0934
H 3.0128 4.3895 -0.7748 -0.007 -0.031 -0.024 0.1001
H 2.4096 3.5904 -2.2513 0.016 0.000 0.035 0.1001
N 4.1089 0.0302 0.0754 0.285 0.294 -0.269 0.1632
C 4.6542 -1.1491 0.4740 -0.113 0.323 -0.126 -0.3970
O 4.0990 -1.9968 1.1506 0.106 -0.055 -0.013 0.0769
C 6.0363 -1.3267 -0.0033 0.547 -1.134 0.374 -0.1826
C 6.8965 -2.3763 0.1961 -0.735 0.602 -0.011 0.0107
C 8.0894 -2.0428 -0.4800 0.035 0.513 -0.288 -0.0500
C 7.8720 -0.8200 -1.0404 0.620 -0.560 0.040 -0.1064
O 6.6390 -0.3770 -0.7610 -0.382 0.306 -0.003 0.0477
H 8.4960 -0.1857 -1.6391 -0.008 0.150 -0.076 0.1228
H 8.9829 -2.6291 -0.5415 0.214 -0.061 -0.057 0.1026
H 6.6843 -3.2626 0.7566 -0.126 -0.156 0.135 0.1187
H 4.6830 0.6447 -0.4880 0.016 -0.154 0.074 0.1391
H 2.1613 -1.1002 1.4850 -0.025 -0.046 0.033 0.0951
H -0.9856 -1.7047 3.1703 0.075 -0.040 -0.011 0.0961
```
Positions in Å, forces in eV/Å.

Values from the calculation:
HOMO ... -7.26 eV
Calculated total energy ... -1545.30856 a.u.
Relative energy (zero: lowest compared OMol25 entry of this formula, charge and spin) ... 1.508 eV
Frontier orbital gap ... 0.288 hartree
M ... 451.48 g/mol

---

Record 3
DFT (wB97M-V/def2-TZVPD) results for C24H25N3O6S as an isolated structure at a distorted geometry.

```
59
Properties=species:S:1:pos:R:3:forces:R:3:lowdin_charge:R:1
C 3.3180 -0.2138 -2.7191 6.428 1.009 3.206 -0.0272
C 3.9182 -1.4650 -2.3878 2.501 -0.217 2.172 -0.3208
H 4.3978 -1.4773 -1.4518 1.319 1.208 1.629 0.1161
H 4.7107 -1.8466 -3.0128 -0.102 -0.065 -1.013 0.1370
O 3.0014 -2.3911 -2.2000 -5.849 -6.421 -0.192 -0.0086
C 2.1546 -2.7551 -1.1226 5.196 4.921 0.152 -0.5438
O 2.2024 -2.1991 -0.0567 0.668 0.038 -0.468 0.0929
C 1.3375 -3.8446 -1.3989 -3.560 -3.854 -2.803 -0.4075
H 1.8083 -4.8445 -1.2292 0.052 0.876 -0.698 0.1210
H 0.7563 -3.7649 -2.3981 1.855 -0.255 1.200 0.1347
S 0.0007 -3.9069 -0.2504 -0.803 1.188 0.912 1.0322
C -0.4338 -2.1779 -0.4938 -3.392 2.677 -0.018 -0.4528
N -0.1524 -1.4270 -1.4954 3.763 -9.948 1.707 0.1179
C -0.5657 -0.3791 -2.0203 -1.200 7.156 0.818 -0.3345
C -0.0443 0.3016 -3.1207 -0.485 -4.713 -2.787 -0.0557
C -0.6359 1.4408 -3.4159 -0.481 7.617 -3.230 -0.0096
C -1.4297 2.4136 -2.5241 0.240 -5.172 -0.054 -0.1227
C -1.8133 1.7105 -1.3574 6.027 -0.821 -8.977 0.0308
C -1.2954 0.4702 -1.2233 -3.396 -3.638 4.983 -0.0192
C -1.8983 -0.2448 0.1518 2.564 0.995 -0.252 -0.1681
O -2.4321 0.4166 1.0398 0.308 -1.808 -1.784 0.0807
N -1.4567 -1.6622 0.3937 2.039 3.962 -5.602 -0.0079
C -1.7728 -2.1561 1.5774 -3.782 -2.833 5.317 -0.2224
C -1.0885 -1.6390 2.7981 6.594 -1.849 -5.126 -0.2097
C -1.3384 -1.0528 3.8520 -13.862 0.994 3.526 -0.1684
C -0.9301 -0.4788 4.9627 6.403 0.682 -0.969 -0.0452
C 0.3714 -0.3328 5.0527 4.922 -3.419 -7.788 -0.1578
C 1.1808 -0.9424 3.6402 -2.837 2.499 5.955 -0.1001
C 0.3336 -1.4901 2.7750 4.732 -1.281 -4.771 -0.0052
H 0.8784 -1.7194 1.8264 -0.433 -0.451 0.480 0.1113
O 2.5327 -0.7318 3.8529 -0.193 0.875 1.446 -0.0181
C 2.7283 -0.0839 5.2691 -4.334 -1.635 -2.754 0.0464
O 1.3440 0.0071 5.7806 2.847 1.923 3.901 0.0264
H 3.0815 0.9244 5.2366 0.556 0.356 -0.462 0.1247
H 3.2301 -0.7767 5.9008 0.658 -0.430 0.244 0.1213
H -1.4078 -0.2941 5.7430 -5.239 1.725 6.158 0.0527
H -2.5441 -1.0233 3.9896 1.673 -0.105 -0.335 0.1748
H -1.8535 -3.2676 1.5459 0.576 0.529 0.164 0.1275
H -2.8206 -1.8903 1.7946 -0.097 -0.044 -0.200 0.1411
H -2.3473 2.0694 -0.7156 -6.030 3.925 7.376 0.0186
N -1.9063 3.6079 -3.0337 -0.574 -3.647 2.020 -0.1310
C -0.9206 4.2392 -3.6201 3.182 11.018 -2.461 -0.1678
H -0.0233 3.8771 -4.0956 -0.563 -0.941 -0.203 0.0905
C -0.1546 5.3866 -2.4347 -1.015 2.029 -7.443 -0.1979
H 0.6792 6.0111 -2.9873 -2.210 -0.303 0.047 0.1426
O -1.0897 6.2218 -1.8795 -0.870 -1.727 1.895 -0.1105
C -2.0643 5.3104 -1.1782 8.667 -6.529 -5.666 -0.0322
C -2.7935 4.4986 -2.2315 9.651 -7.787 10.782 -0.0308
H -3.2803 3.6814 -1.8512 -2.628 -1.010 1.888 0.1140
H -3.1901 4.8459 -2.9024 -8.395 8.020 -11.743 0.0030
H -2.6219 5.8589 -0.7205 -6.417 6.232 5.704 0.0225
H -1.3911 4.5802 -0.5076 -1.788 1.619 -1.174 0.1881
H 0.5641 4.8304 -2.0634 2.438 -3.281 4.513 0.0340
H -1.4496 5.1774 -4.3318 1.644 -2.714 1.298 0.1834
H -0.3892 1.9915 -4.4777 -0.622 -1.902 2.541 0.1503
H 0.2712 -0.4674 -3.9503 0.323 2.087 1.319 0.1681
H 3.0464 -0.1897 -3.6162 -2.611 0.387 -7.532 0.0152
H 4.1762 0.4441 -2.5868 -0.224 0.899 -0.238 0.1159
H 2.6256 0.0316 -2.0783 -3.836 1.356 3.391 0.0396
```
Positions in Å, forces in eV/Å.

Values from the calculation:
HOMO ... -7.16 eV
Calculated total energy ... -1942.75211 a.u.
Relative energy (zero: lowest compared OMol25 entry of this formula, charge and spin) ... 20.827 eV
Frontier orbital gap ... 0.271 hartree
M ... 483.55 g/mol